Entry 1:
The following is a DFT calculation (ωB97M-V/def2-TZVPD) of a structure of composition C43H43BeN5O5.

Geometry as XYZ:
```
97
Properties=species:S:1:pos:R:3:forces:R:3
Be -0.682 0.406 0.208 -0.1578 0.0177 -0.0130
C -4.569 1.608 0.793 -0.0278 0.0077 0.0029
O -3.779 1.572 2.029 0.0005 -0.0020 0.0092
C -2.572 1.215 1.657 0.0113 0.0139 0.0431
N -2.363 0.886 0.443 0.0674 0.1094 0.0072
C -3.651 0.964 -0.273 -0.0001 -0.0878 -0.0035
C -3.566 1.745 -1.559 -0.0096 0.0072 -0.0081
C -4.044 1.197 -2.742 0.0431 -0.0003 -0.0028
C -3.996 1.929 -3.921 -0.0033 0.0039 -0.0106
C -3.471 3.212 -3.920 -0.0061 -0.0084 -0.0001
C -2.995 3.766 -2.737 0.0220 0.0079 0.0026
C -3.041 3.034 -1.561 -0.0299 0.0059 0.0063
C -1.444 1.152 2.598 -0.0304 -0.0027 0.0033
C -1.523 1.438 3.942 0.0618 0.0369 0.0073
C -0.374 1.256 4.704 -0.0213 -0.0028 -0.0396
C 0.771 0.785 4.088 -0.0105 -0.0289 -0.0158
C 0.760 0.540 2.718 0.1028 0.0612 0.0182
N -0.329 0.736 1.977 -0.0841 -0.0715 0.0413
C 1.990 0.092 2.026 -0.0324 -0.0556 -0.0541
N 2.269 0.351 0.822 -0.0425 -0.0274 0.0665
C 3.598 -0.235 0.569 -0.0044 0.0131 -0.0094
C 3.933 -0.976 1.886 0.0588 -0.0107 0.0076
O 2.852 -0.605 2.783 0.0013 0.0153 0.0361
C 3.632 -1.106 -0.666 0.0285 0.0151 0.0162
C 2.554 -1.176 -1.538 0.0083 0.0388 -0.0121
C 2.627 -1.965 -2.679 -0.0093 -0.0017 0.0019
C 3.774 -2.693 -2.954 0.0054 -0.0080 0.0026
C 4.856 -2.624 -2.085 0.0028 0.0068 -0.0042
C 4.787 -1.832 -0.951 -0.0216 -0.0229 0.0208
H -4.781 2.654 0.583 -0.0133 -0.0129 -0.0118
H -5.492 1.066 0.974 0.0106 -0.0025 0.0047
H -3.962 -0.061 -0.493 -0.0236 0.0363 -0.0196
H -4.458 0.196 -2.744 -0.0156 -0.0167 0.0053
H -4.382 1.502 -4.837 0.0018 -0.0051 -0.0086
H -3.445 3.787 -4.836 -0.0021 0.0082 -0.0090
H -2.609 4.777 -2.730 0.0094 -0.0015 0.0026
H -2.674 3.475 -0.640 0.0149 0.0044 -0.0063
H -2.452 1.784 4.371 -0.0150 -0.0032 0.0049
H -0.378 1.472 5.763 0.0020 0.0053 0.0079
H 1.684 0.616 4.642 0.0087 -0.0046 0.0091
H 4.297 0.595 0.420 -0.0281 0.0116 0.0017
H 4.866 -0.662 2.345 -0.0005 -0.0206 -0.0070
H 3.919 -2.060 1.773 -0.0150 0.0118 -0.0032
H 1.663 -0.603 -1.325 -0.0128 0.0124 0.0091
H 1.782 -2.007 -3.356 -0.0246 -0.0057 -0.0135
H 3.833 -3.304 -3.844 -0.0006 -0.0075 -0.0107
H 5.759 -3.181 -2.298 0.0098 -0.0049 -0.0017
H 5.644 -1.772 -0.289 0.0105 -0.0048 0.0062
O -0.043 1.388 -0.889 0.1389 -0.0610 -0.1201
C 0.235 2.444 -1.475 -0.0089 0.0500 0.1241
C 0.727 2.432 -2.885 -0.0834 -0.0286 -0.0584
C 2.131 3.089 -2.874 0.0275 -0.0115 0.0141
C 2.943 2.853 -1.579 -0.0218 -0.0238 0.0047
C 2.682 3.831 -0.416 0.0068 -0.0080 0.0055
C 1.316 3.677 0.254 0.0041 -0.0015 0.0093
N 0.290 3.627 -0.815 -0.0438 -0.0204 -0.0614
H 0.035 2.968 -3.539 0.0086 0.0331 -0.0117
H 0.769 1.396 -3.217 -0.0113 0.0024 0.0001
H 2.044 4.163 -3.058 0.0049 0.0040 -0.0010
H 2.685 2.685 -3.721 -0.0017 -0.0010 0.0014
H 4.000 2.934 -1.835 0.0066 0.0030 -0.0058
H 2.792 1.824 -1.236 0.0085 0.0064 -0.0132
H 2.784 4.857 -0.784 0.0087 -0.0013 -0.0065
H 3.456 3.702 0.343 0.0078 0.0090 0.0117
H 1.093 4.504 0.926 0.0082 -0.0093 -0.0070
H 1.256 2.743 0.808 0.0018 -0.0193 0.0201
H 0.442 4.392 -1.463 -0.0292 -0.0132 0.0148
C 0.993 -3.209 5.020 0.0191 0.0327 0.0097
O 0.673 -3.157 3.628 -0.0364 -0.0499 -0.0327
C -0.577 -2.767 3.280 0.0388 0.0874 0.0231
C -1.493 -2.165 4.132 -0.0030 -0.0436 -0.0167
C -2.757 -1.840 3.657 0.0111 -0.0333 -0.0159
C -3.116 -2.114 2.345 -0.0259 0.0082 0.0094
C -2.201 -2.707 1.489 0.0372 -0.0044 0.0313
C -0.933 -3.014 1.949 0.0049 0.0288 -0.0163
N 0.036 -3.711 1.181 -0.0129 -0.0303 0.0250
C 0.185 -3.871 -0.107 0.0208 -0.0164 -0.0018
C -0.394 -3.177 -1.201 0.0323 -0.0262 -0.0282
C -0.492 -3.893 -2.420 0.0060 -0.0086 0.0214
C -1.039 -3.321 -3.535 -0.0060 0.0368 0.0104
C -1.456 -1.981 -3.467 0.0190 -0.0386 -0.0029
C -1.305 -1.237 -2.321 0.0399 0.0104 0.0644
C -0.748 -1.804 -1.156 -0.1076 0.0432 -0.0050
O -0.524 -1.117 -0.073 0.1174 0.0279 -0.0023
H 0.239 -3.776 5.566 0.0153 -0.0109 0.0029
H 1.077 -2.203 5.434 -0.0094 0.0087 -0.0035
H 1.954 -3.708 5.088 -0.0038 0.0079 0.0032
H -1.237 -1.978 5.165 0.0006 0.0058 0.0137
H -3.476 -1.395 4.332 -0.0104 0.0093 0.0059
H -4.117 -1.900 1.997 -0.0049 0.0011 -0.0026
H -2.481 -2.953 0.474 0.0006 -0.0092 -0.0187
H 0.659 -4.255 1.770 -0.0122 0.0028 -0.0324
H 0.859 -4.684 -0.359 -0.0014 -0.0002 0.0039
H -0.155 -4.922 -2.448 0.0032 -0.0120 -0.0023
H -1.144 -3.884 -4.450 -0.0005 -0.0007 -0.0146
H -1.889 -1.515 -4.344 -0.0042 0.0040 -0.0101
H -1.599 -0.196 -2.303 0.0009 0.0299 -0.0190
```
Forces are in eV/Å.

Properties
Orbital gap ... 7.5182 eV
E ... -2328.839884 Eh
Total charge ... +2
LUMO ... -5.760 eV
Energy relative to the best compared isomer or geometry (same formula, charge and spin) ... 2.47 kcal per mole

Entry 2:
The following is a DFT calculation (ωB97M-V/def2-TZVPD) of a structure of composition C43H43I2N7OSbTi.

Geometry as XYZ:
```
98
Properties=species:S:1:pos:R:3:forces:R:3
Ti 0.080 -1.549 -0.618 0.7415 0.2992 0.2219
I -0.179 3.213 -6.647 -0.0030 0.0124 -0.0144
C 0.330 1.908 -5.098 -0.0105 0.0086 0.0500
C 0.881 0.674 -5.391 0.0121 -0.0501 -0.0308
C 1.166 -0.203 -4.355 -0.0569 0.0630 -0.0375
I 1.896 -2.108 -4.768 0.0283 -0.0309 -0.0173
C 0.904 0.123 -3.018 -0.1533 0.0126 0.0603
O 1.118 -0.719 -2.043 0.0487 -0.1100 -0.1673
C 0.357 1.396 -2.752 0.0174 -0.0370 -0.0107
C 0.062 1.734 -1.317 -0.0497 -0.0226 0.0309
N -0.867 0.788 -0.680 0.0051 -0.0645 -0.1119
C -2.275 1.066 -0.944 -0.0427 0.0448 0.0242
C -2.661 0.839 -2.389 0.0230 -0.0106 0.0476
C -3.421 1.779 -3.074 0.0221 0.0230 -0.0005
C -3.724 1.556 -4.407 0.0000 -0.0020 -0.0153
C -3.259 0.400 -5.011 0.0056 0.0033 -0.0043
C -2.526 -0.491 -4.240 0.0440 0.0093 0.0166
N -2.237 -0.287 -2.960 0.0465 0.0074 -0.0086
C 0.074 2.270 -3.781 -0.0170 0.0237 -0.0246
H 1.073 0.383 -6.415 0.0012 -0.0019 0.0033
H 0.987 1.683 -0.739 0.0327 0.0027 0.0091
H -0.315 2.766 -1.259 -0.0143 -0.0124 0.0205
H -0.703 0.822 0.324 0.0004 0.0051 0.0066
H -2.869 0.404 -0.307 0.0139 -0.0297 -0.0197
H -2.531 2.102 -0.680 -0.0111 -0.0020 0.0149
H -3.744 2.682 -2.571 -0.0012 0.0010 -0.0046
H -4.295 2.283 -4.971 -0.0022 0.0004 0.0018
H -3.447 0.193 -6.055 -0.0034 0.0006 -0.0002
H -2.142 -1.410 -4.671 -0.0083 -0.0041 0.0049
H -0.374 3.231 -3.556 -0.0001 -0.0014 -0.0040
C 5.127 -1.195 1.640 0.0032 0.0086 0.0000
C 4.255 -1.930 2.437 -0.0042 -0.0031 -0.0153
C 2.887 -1.767 2.320 -0.0124 -0.0076 -0.0030
C 2.343 -0.856 1.404 -0.0228 -0.0013 0.0103
C 3.229 -0.128 0.609 0.0171 0.0071 -0.0247
C 4.602 -0.298 0.723 -0.0194 -0.0046 0.0063
N 0.959 -0.744 1.193 -0.2679 -0.2629 -0.0644
C 0.120 -0.732 2.281 0.0605 -0.0596 0.0564
C 0.455 -0.332 3.589 -0.0247 -0.0123 -0.0930
C -0.490 -0.342 4.603 -0.0274 0.0569 -0.0074
C -1.809 -0.725 4.361 0.0212 -0.0359 -0.0398
C -2.173 -1.131 3.088 0.0037 0.0294 0.0493
C -1.225 -1.150 2.065 -0.0256 -0.0030 -0.0392
N -1.452 -1.636 0.792 -0.2756 -0.0568 0.1153
N -2.680 -2.018 0.467 0.0331 0.0163 0.0377
C -2.673 -2.635 -0.741 -0.1055 0.0414 -0.0146
C -3.890 -3.043 -1.328 0.0654 -0.1209 -0.0015
C -3.857 -3.725 -2.515 -0.0050 0.0164 -0.0158
C -2.625 -4.002 -3.131 -0.0083 -0.0013 -0.0137
C -1.482 -3.537 -2.524 0.0487 0.0352 0.0422
N -1.493 -2.854 -1.374 -0.1238 0.1499 -0.0057
H 6.198 -1.333 1.725 0.0001 -0.0031 -0.0018
H 4.645 -2.659 3.137 0.0031 -0.0004 0.0015
H 2.215 -2.376 2.913 -0.0006 0.0073 0.0045
H 2.826 0.555 -0.127 -0.0336 0.0121 -0.0174
H 5.262 0.274 0.081 0.0027 0.0012 0.0024
H 1.474 -0.035 3.800 0.0008 0.0169 -0.0058
H -0.194 -0.038 5.601 -0.0033 0.0048 -0.0045
H -2.534 -0.731 5.166 -0.0060 0.0101 -0.0006
H -3.174 -1.473 2.863 -0.0050 0.0051 0.0019
H -4.813 -2.810 -0.817 -0.0006 -0.0186 0.0160
H -4.780 -4.052 -2.978 -0.0019 -0.0012 0.0003
H -2.565 -4.555 -4.057 0.0002 0.0025 -0.0035
H -0.500 -3.697 -2.956 -0.0109 0.0008 -0.0177
C 0.644 3.036 5.149 -0.0010 -0.0137 0.0005
C 1.031 3.933 3.978 -0.0104 0.0066 0.0011
Sb 0.672 3.041 2.037 0.0719 0.0550 0.1020
C 1.334 4.788 0.929 -0.0381 -0.0200 -0.0782
C 0.924 6.148 1.482 -0.0169 -0.0013 0.0080
C -1.427 3.582 1.979 0.0044 0.0253 0.0289
C -2.346 2.487 2.514 0.0001 -0.0103 -0.0051
H 0.807 3.536 6.107 0.0046 0.0018 -0.0001
H 1.226 2.113 5.150 0.0048 0.0038 0.0014
H -0.407 2.743 5.104 0.0099 0.0097 0.0013
H 2.093 4.187 4.023 0.0029 -0.0044 -0.0085
H 0.474 4.872 4.006 -0.0088 0.0008 0.0141
H 0.941 4.654 -0.083 0.0083 0.0028 -0.0021
H 2.420 4.714 0.842 0.0021 0.0009 0.0180
H -0.157 6.217 1.620 0.0029 0.0005 -0.0095
H 1.219 6.959 0.810 0.0056 -0.0001 -0.0010
H 1.389 6.344 2.449 0.0047 -0.0042 0.0055
H -1.666 3.833 0.941 -0.0145 -0.0324 -0.0011
H -1.543 4.500 2.561 0.0050 0.0082 -0.0141
H -2.269 1.563 1.939 0.0320 -0.0148 -0.0195
H -3.395 2.794 2.496 0.0000 0.0102 0.0004
H -2.098 2.215 3.542 -0.0095 0.0168 -0.0149
N 4.642 -7.440 0.759 0.0062 -0.0119 -0.0024
C 3.937 -6.563 0.514 -0.0047 0.0271 -0.0011
C 3.056 -5.470 0.211 -0.0040 -0.0243 0.0044
C 1.760 -5.454 0.725 -0.0110 0.0261 -0.0085
C 0.918 -4.394 0.423 0.0081 -0.0033 0.0103
C 1.318 -3.309 -0.373 0.0008 -0.0227 -0.0165
C 2.630 -3.367 -0.872 0.0078 0.0097 -0.0147
C 3.489 -4.419 -0.598 -0.0040 0.0095 0.0123
H 1.424 -6.270 1.354 0.0044 -0.0032 -0.0011
H -0.086 -4.411 0.839 -0.0038 0.0021 -0.0048
H 3.000 -2.551 -1.485 -0.0072 -0.0132 -0.0035
H 4.498 -4.429 -0.993 0.0035 -0.0043 0.0028
```
Forces are in eV/Å.

Properties
Orbital gap (spin up / spin down) ... 5.6800 / 6.1086 eV
E ... -3808.158813 Eh
Total charge ... -1
Multiplicity ... 3
LUMO (spin up / spin down) ... 1.853 / 1.675 eV
Energy relative to the best compared isomer or geometry (same formula, charge and spin) ... 1.51 kcal per mole